The following is a DFT calculation (ωB97M-V/def2-TZVPD) of a single C4H2N4 molecule in a non-equilibrium geometry.

Values from the calculation:
- HOMO energy (eV) = -10.927
- frontier orbital gap (eV) = 8.687
- energy (Eh) = -372.528156
- energy above the lowest of the compared OMol25 structures with the same formula, charge and spin (kcal/mol) = 65.06

ORCA input file:
```
! wB97M-V def2-TZVPD RIJCOSX def2/J DEFGRID3
* xyz 0 1
C 1.50064 -0.25812 0.06365
C 1.19690 1.24243 0.27006
C -0.64738 0.10626 -0.14877
C -2.13035 -0.23508 -0.03924
H 3.21050 -0.41321 -0.03360
H 1.84895 2.01197 0.50672
N 2.47713 -1.06157 -0.00264
N -0.02577 1.33708 -0.30865
N 0.18266 -0.88128 -0.06980
N -3.28806 -0.35591 0.18863
*
```

The following is a DFT calculation (ωB97M-V/def2-TZVPD) of a single C4H2N4O molecule in a non-equilibrium geometry.

Values from the calculation:
- HOMO energy (spin up / spin down) (eV) = -10.036 / -10.120
- frontier orbital gap (spin up / spin down) (eV) = 7.427 / 7.410
- energy (Eh) = -447.789455
- energy above the lowest of the compared OMol25 structures with the same formula, charge and spin (kcal/mol) = 13.71

ORCA input file:
```
! wB97M-V def2-TZVPD RIJCOSX def2/J DEFGRID3
* xyz 0 1
C 0.96289 -1.48731 0.02378
C 0.87058 0.71794 0.08253
C -1.29698 1.36408 0.00888
C -1.29413 -0.09462 0.01375
N 2.16930 -0.96511 -0.06049
N 2.10819 0.36869 -0.00637
N 0.13836 1.86794 0.03178
N 0.06466 -0.38674 0.07513
O -2.13844 -0.95707 -0.02263
H 0.54910 -2.51408 0.06358
H -2.13353 2.08628 -0.20994
*
```

The following is a DFT calculation (ωB97M-V/def2-TZVPD) of 2 unconnected molecules or ions with the total composition C4H2NO3 in a non-equilibrium geometry.

Values from the calculation:
- HOMO energy (eV) = -3.532
- frontier orbital gap (eV) = 7.583
- energy (Eh) = -434.019478
- energy above the lowest of the compared OMol25 structures with the same formula, charge and spin (kcal/mol) = 91.10

ORCA input file:
```
! wB97M-V def2-TZVPD RIJCOSX def2/J DEFGRID3
* xyz -1 1
C 1.57630 -1.37242 -0.45826
C 0.11182 1.30966 1.00921
C -1.39388 -0.24179 -0.57130
C -0.80786 0.74277 0.15721
N 2.54467 -1.93112 -0.12595
O 0.95603 1.69279 1.76410
O -0.65064 2.20611 0.28721
O -1.13647 -1.41323 -0.11445
H 0.75730 -0.90756 -0.54614
H -1.95727 -0.08522 -1.40163
*
```

What is the energy above the lowest of the compared OMol25 structures with the same formula, charge and spin in the second record?
13.71 kcal/mol

What is the formula in the third record?
C4H2NO3

Which of these has the highest energy above the lowest of the compared OMol25 structures with the same formula, charge and spin?
C4H2NO3